Entry 1:
Formula: C17H29AsN5OSSi2W
Source: the Open Molecules 2025 dataset
Level of theory: ωB97M-V with the def2-TZVPD basis set

Molecular weight   666.45 g mol⁻¹
Charge   +1
LUMO level (alpha / beta)   -4.081 / -3.618 eV
E_HOMO (alpha / beta)   -10.178 / -11.045 eV
Spin multiplicity   3
⟨S²⟩   2.107
Relative energy (zero: lowest compared OMol25 entry of this formula, charge and spin)   69.8 kJ/mol

Cartesian coordinates (Å):
W: 8.73599 -14.29016 -3.35728
N: 7.75778 -16.61119 -7.17160
C: 8.14540 -15.81498 -6.14332
S: 7.21637 -15.56699 -4.63555
N: 9.18673 -15.04843 -6.34453
N: 9.59887 -14.22894 -5.23398
C: 10.48102 -13.40084 -5.66588
C: 11.13740 -12.38765 -4.86493
C: 12.37045 -11.99971 -5.33755
C: 13.19610 -11.17109 -4.56499
C: 12.68753 -10.70011 -3.33440
C: 11.42019 -11.00245 -2.87410
C: 10.61822 -11.93838 -3.60088
O: 9.53421 -12.47402 -3.12539
H: 7.04553 -17.28294 -7.01538
H: 8.32765 -16.47945 -7.99195
H: 10.94856 -13.49347 -6.69375
H: 12.74082 -12.32852 -6.26309
H: 14.21779 -10.86557 -4.89981
H: 13.29524 -9.97079 -2.79715
H: 11.12046 -10.65684 -1.89139
N: 10.93781 -14.64243 -1.21562
C: 12.11541 -15.06331 -0.88807
C: 12.80954 -15.41443 -2.03072
C: 11.88312 -15.26828 -3.08042
N: 10.74440 -14.82018 -2.56267
H: 10.15335 -14.18866 -0.75741
H: 12.45794 -14.98406 0.12590
H: 13.73272 -15.87356 -2.20378
H: 12.08874 -15.45522 -4.06158
C: 4.17072 -12.70693 -2.52004
Si: 5.63856 -12.22466 -1.49859
C: 5.38262 -11.54678 0.26565
C: 6.31448 -10.79898 -2.48342
As: 7.09195 -14.10962 -1.53674
Si: 6.30260 -16.33096 -0.85524
C: 4.88734 -16.95552 -1.98828
C: 7.77933 -17.35430 -1.18409
C: 5.82834 -16.12744 1.00628
H: 3.50207 -11.90385 -2.38105
H: 3.62753 -13.58530 -2.31176
H: 4.45982 -12.73077 -3.59207
H: 4.96450 -12.30105 0.92143
H: 4.78583 -10.64817 0.27022
H: 6.31793 -11.31497 0.71135
H: 5.94616 -9.92136 -1.93422
H: 6.00502 -10.71958 -3.56132
H: 7.44021 -10.71127 -2.45488
H: 5.21855 -16.49416 -2.95895
H: 3.90315 -16.56424 -1.79838
H: 4.90395 -18.02002 -2.08613
H: 7.86062 -17.38851 -2.31486
H: 7.69705 -18.37689 -0.89738
H: 8.62903 -16.85936 -0.66348
H: 5.41641 -15.12917 1.24217
H: 6.56907 -16.52533 1.76489
H: 4.92793 -16.78037 1.13262

---

Entry 2:
Formula: C17H29AuCl3Si
Source: the Open Molecules 2025 dataset
Level of theory: ωB97M-V with the def2-TZVPD basis set

Molecular weight   564.83 g mol⁻¹
Charge   +1
LUMO level (alpha / beta)   -2.829 / -7.276 eV
E_HOMO (alpha / beta)   -11.955 / -12.334 eV
Spin multiplicity   3
⟨S²⟩   2.017

Cartesian coordinates (Å):
Au: -0.06543 1.79908 1.68938
C: -0.04654 -0.40553 1.21235
C: -0.84514 -0.15701 0.04076
C: 0.08310 -0.16125 -1.09664
C: 1.32624 -0.56652 -0.60639
C: 1.29910 -0.71320 0.78456
C: 2.40798 -1.19453 1.66219
C: 2.46195 -2.72937 1.47546
C: 2.15418 -0.87063 3.13632
C: 3.74625 -0.58247 1.22466
C: -0.04659 0.24252 -2.55359
C: -0.17898 -1.04154 -3.40159
C: -1.19786 1.20201 -2.86577
C: 1.24487 0.97127 -2.98719
C: -2.36033 -0.19403 0.10922
C: -2.88681 -1.21851 -0.91371
C: -2.99299 1.19166 -0.12831
C: -2.84233 -0.66149 1.49254
H: -0.45320 -0.79727 2.13290
H: 2.20788 -0.69432 -1.21363
H: 1.52270 -3.19221 1.78414
H: 3.26626 -3.14049 2.08668
H: 2.65010 -2.99061 0.43375
H: 1.25418 -1.36112 3.50976
H: 2.06142 0.20691 3.29323
H: 2.99333 -1.22607 3.73348
H: 3.99921 -0.85492 0.20014
H: 4.53888 -0.95095 1.87569
H: 3.71892 0.50627 1.30119
H: -1.05948 -1.62048 -3.12490
H: 0.70059 -1.67468 -3.28041
H: -0.26328 -0.77271 -4.45564
H: -2.17891 0.76142 -2.71529
H: -1.13811 1.49198 -3.91440
H: -1.11534 2.11127 -2.26681
H: 2.11319 0.31496 -2.99628
H: 1.45304 1.81949 -2.33184
H: 1.11478 1.34648 -4.00189
H: -2.69440 -0.92451 -1.94047
H: -3.96479 -1.32585 -0.79415
H: -2.42889 -2.19499 -0.74264
H: -2.68180 1.65077 -1.06101
H: -2.73413 1.86683 0.69228
H: -4.07821 1.08481 -0.14797
H: -2.47773 -1.66217 1.72919
H: -3.93105 -0.70247 1.48797
H: -2.54940 0.03118 2.28448
Cl: -2.19108 4.45665 2.73544
Si: -0.24310 4.04740 2.39961
Cl: 0.48127 5.24734 0.94456
Cl: 0.84646 4.23160 4.08854

---

Entry 3:
Formula: C17H29BrF3NO8P
Source: the Open Molecules 2025 dataset
Level of theory: ωB97M-V with the def2-TZVPD basis set

Molecular weight   543.29 g mol⁻¹
Charge   +1
LUMO level   -5.661 eV
E_HOMO   -10.556 eV

Cartesian coordinates (Å):
O: 1.12633 -4.19054 0.10909
C: -0.09977 -3.67192 0.27070
O: -1.15244 -3.81430 -0.77895
C: -0.56665 -2.80755 1.61507
C: -1.72968 -1.73801 1.10423
C: -3.36604 -2.01307 1.30083
C: -4.38729 -0.83321 0.72207
N: -3.82754 0.40455 0.02004
P: -5.04143 1.59583 -0.61729
O: -6.66292 0.90211 -0.52033
Br: -5.03911 3.42356 0.80253
C: -2.35298 0.68252 -0.17535
C: -1.17226 -0.37321 0.35973
C: 0.45660 -0.08019 0.12084
O: 0.53511 1.26514 -0.46932
C: 1.88184 1.58174 -0.96954
F: 2.28596 2.86225 -0.27896
F: 2.92627 0.58493 -0.63892
F: 1.75963 1.91130 -2.40834
H: -0.88608 -3.24737 -1.58325
H: 0.32469 -2.17280 2.03010
H: -0.97885 -3.49453 2.46922
H: -3.73678 -2.98660 1.84165
H: -5.55641 -1.00409 0.88232
H: -6.73103 0.09251 -1.10921
H: -2.03515 1.69214 -0.71956
H: 0.87456 -0.94357 -0.55081
H: 0.94420 -0.17662 1.18968
C: -1.18154 9.04031 -0.84420
O: -1.87122 8.82712 0.38396
C: -3.21363 8.37209 0.18478
C: -3.31844 6.85114 0.34701
O: -2.58252 6.16338 -0.66913
C: -1.30245 5.73354 -0.21605
H: -0.10841 9.07399 -0.63275
H: -1.36492 8.23769 -1.56939
H: -1.48620 9.99885 -1.27277
H: -3.58996 8.69307 -0.79431
H: -3.82832 8.84880 0.95226
H: -4.36774 6.55892 0.23615
H: -2.98726 6.53534 1.34479
H: -1.41371 4.82156 0.37674
H: -0.79540 6.49628 0.38048
H: -0.68470 5.51335 -1.08943
C: 5.71846 -4.89605 -0.73511
O: 5.02878 -5.10924 0.49305
C: 3.68637 -5.56428 0.29387
C: 3.58156 -7.08523 0.45610
O: 4.31748 -7.77299 -0.56004
C: 5.59755 -8.20282 -0.10696
H: 6.79159 -4.86238 -0.52366
H: 5.53508 -5.69868 -1.46029
H: 5.41380 -3.93751 -1.16368
H: 3.31004 -5.24330 -0.68522
H: 3.07168 -5.08756 1.06135
H: 2.53226 -7.37744 0.34524
H: 3.91274 -7.40103 1.45388
H: 5.48629 -9.11480 0.48583
H: 6.10460 -7.44009 0.48957
H: 6.21530 -8.42301 -0.98034

---

Entry 4:
Formula: C17H29ClN6O4PS
Source: the Open Molecules 2025 dataset
Level of theory: ωB97M-V with the def2-TZVPD basis set

Molecular weight   479.95 g mol⁻¹
Charge   +1
LUMO level   -2.723 eV
E_HOMO   -10.884 eV

Cartesian coordinates (Å):
C: 2.80883 1.34943 0.14964
C: 2.47793 0.24671 1.14811
C: 1.27628 -0.63620 0.78560
C: 1.16291 -0.98249 -0.69295
N: -0.22529 -1.19837 -1.11690
N: -0.95294 -2.06559 -0.31723
C: -0.51032 -3.42625 -0.10589
C: -0.32055 -4.09596 -1.45730
O: -1.21709 -4.27857 -2.18801
Cl: 1.30558 -4.57573 -1.84636
C: -2.09879 -1.62781 0.18974
N: -2.85066 -2.36457 1.00976
C: -3.89691 -1.60817 1.28589
N: -3.87088 -0.43485 0.68384
C: -4.90797 0.60984 0.73173
C: -6.27959 0.11852 1.15786
O: -6.33361 -0.17230 2.54544
C: -6.90148 -0.99087 0.27991
N: -6.12112 -1.29925 -0.91542
N: -2.68049 -0.40030 -0.04463
P: -2.13933 0.92599 -1.04203
O: -0.71560 1.33883 -0.50234
O: -3.05700 2.11592 -0.54361
S: -2.26246 0.59345 -2.92427
H: 1.92738 1.84695 -0.24882
H: 3.42014 2.11045 0.62753
H: 3.39697 0.95986 -0.67819
H: 2.23580 0.72458 2.09728
H: 3.36556 -0.34638 1.35391
H: 0.36108 -0.19638 1.17512
H: 1.39609 -1.57159 1.33449
H: 1.55308 -0.20430 -1.34017
H: 1.77130 -1.87096 -0.87829
H: -0.33098 -1.41762 -2.10032
H: 0.40374 -3.46785 0.47970
H: -1.26566 -4.00945 0.40869
H: -4.68810 -1.96140 1.91797
H: -5.00858 1.02781 -0.25797
H: -4.58375 1.37590 1.42884
H: -6.91413 0.99727 1.03373
H: -6.53653 -1.10211 2.67968
H: -7.00442 -1.90826 0.85913
H: -7.91717 -0.69297 0.02138
H: -6.25745 -0.62554 -1.65338
H: -6.30526 -2.22674 -1.26216
H: -0.74777 2.19771 -0.05347
H: -3.26904 2.64641 -1.32996
C: 8.11290 2.76704 -1.35197
C: 7.81242 3.83516 -0.51855
C: 7.13823 3.61685 0.67472
C: 6.77054 2.32870 1.03716
C: 7.07334 1.26016 0.20475
C: 7.74178 1.47927 -0.99144
H: 8.63800 2.93801 -2.28241
H: 8.10524 4.83845 -0.79850
H: 6.90137 4.45053 1.32287
H: 6.24924 2.15774 1.97081
H: 6.78935 0.25465 0.48914
H: 7.97585 0.64660 -1.64188